Record 1
# C24H50Cl2P2Si2Sn

A structure of composition C24H50Cl2P2Si2Sn in a non-equilibrium geometry (the ωB97M-V functional and the def2-TZVPD basis, OMol25).

Summary:
HOMO   -6.29 eV
E_tot   -3340.8897 Ha
Gap between HOMO and LUMO   5.01 eV

```
81
Properties=species:S:1:pos:R:3:mulliken_charge:R:1
Sn 0.02130 0.00191 -0.00154 0.791
C -2.48254 0.77378 -0.13354 -0.802
C -1.76862 1.71129 0.63672 0.345
C -0.78728 2.28251 -0.24554 -0.348
Si -2.14323 1.99348 2.43742 -0.094
C -0.91178 1.66330 -1.51338 -0.352
C -1.97417 0.69643 -1.44360 0.356
Si -2.64847 -0.51020 -2.68965 -0.099
H -3.25056 0.12843 0.25678 0.385
H -0.11508 3.09105 -0.00792 0.449
H -0.34799 1.92401 -2.39426 0.455
Cl 5.77822 -0.26772 -0.44351 -0.845
C -4.35390 -1.07222 -2.14383 -1.275
C -2.78687 0.26012 -4.40026 -1.149
C -3.86044 1.33900 2.81678 -1.279
C -2.07646 3.81905 2.88628 -1.153
H -3.68425 0.87614 -4.45611 0.390
H -2.86699 -0.50719 -5.17028 0.400
H -1.94318 0.89672 -4.65826 0.353
H -4.30522 -1.63563 -1.21327 0.334
H -4.80286 -1.72203 -2.89528 0.380
H -5.02581 -0.22844 -1.99204 0.369
H -2.98577 4.31663 2.54957 0.394
H -1.23680 4.34416 2.43602 0.360
H -2.00816 3.95491 3.96569 0.395
H -4.61452 1.78955 2.17278 0.366
H -4.13498 1.55430 3.84952 0.379
H -3.90761 0.25898 2.68530 0.334
C -1.51793 -2.03212 -2.69200 -1.116
C -0.90551 0.97666 3.45155 -1.103
P 0.19905 -1.53777 -2.29293 -0.106
H -1.60607 -2.63235 -3.59660 0.868
H -1.84507 -2.64739 -1.85271 0.468
P 0.68171 0.83870 2.54896 -0.102
H -1.30890 -0.03632 3.48533 0.467
H -0.80138 1.32439 4.47868 0.865
C 1.81267 -0.23862 3.59437 0.880
C 1.39718 2.56460 2.70402 1.574
C 0.74414 -0.65007 -3.85105 1.616
C 1.22962 -3.10935 -2.25798 0.883
C 1.49687 -3.55162 -0.82611 -1.416
H 2.17967 -2.81104 -2.70782 0.372
C 0.64330 -4.25706 -3.06683 -1.669
H -0.25517 -4.64707 -2.59245 0.348
H 1.36313 -5.07530 -3.11825 0.465
H 0.38869 -3.97854 -4.08490 0.340
H 1.86033 -2.73390 -0.21153 0.167
H 2.24796 -4.34293 -0.81498 0.493
H 0.59541 -3.93330 -0.35403 0.365
H 0.01135 0.15405 -3.92267 -0.684
C 0.67242 -1.46337 -5.13374 -1.835
C 2.11046 -0.00470 -3.68994 -1.356
H -0.28233 -1.96718 -5.26089 0.326
H 1.46140 -2.21238 -5.17330 0.369
H 0.81052 -0.80766 -5.99491 0.471
H 2.09397 0.79586 -2.95853 0.145
H 2.44170 0.40911 -4.64308 0.495
H 2.86450 -0.72390 -3.37247 0.309
H 0.62842 3.17656 2.23175 -0.652
C 2.66841 2.72341 1.88634 -1.361
C 1.59109 3.07162 4.12409 -1.837
H 0.70677 2.93844 4.74237 0.325
H 1.81791 4.13869 4.10784 0.466
H 2.42732 2.57394 4.61146 0.371
H 2.47544 2.62763 0.82349 0.149
H 3.41781 1.97910 2.15216 0.309
H 3.10880 3.70443 2.06797 0.491
C 1.88212 -1.65303 3.03607 -1.457
C 1.45115 -0.27042 5.07215 -1.670
H 2.79636 0.22356 3.48197 0.381
H 0.52224 -0.81429 5.23253 0.349
H 1.33831 0.71728 5.50840 0.340
H 2.23127 -0.79077 5.62959 0.465
H 0.94836 -2.18714 3.19271 0.366
H 2.67921 -2.21004 3.53084 0.500
H 2.08015 -1.65706 1.96896 0.169
C 2.34085 -0.00565 -0.23717 -1.231
H 2.56236 0.94822 -0.73332 0.326
H 2.93712 -0.00079 0.67649 0.488
H 2.77490 -0.77203 -0.88137 0.477
Cl -0.94606 -1.86342 1.09091 -0.501
```

***

Record 2
# C2H3NO2

An isolated molecule of C2H3NO2 in a non-equilibrium geometry (the ωB97M-V functional and the def2-TZVPD basis, OMol25).

Summary:
Structure (SMILES)   COOC#N
HOMO   -11.21 eV
E_tot   -283.0805 Ha
Gap between HOMO and LUMO   11.68 eV

```
8
Properties=species:S:1:pos:R:3:mulliken_charge:R:1
C 0.23738 1.02587 1.28067 0.554
C -0.16414 -0.71342 -0.73808 -0.488
N 0.45582 0.54062 2.28814 -0.372
O -0.00370 1.47899 0.07817 -0.240
O 0.47113 0.49572 -0.85040 -0.171
H 0.24000 -1.38899 -1.50199 0.228
H -1.22148 -0.38290 -0.88866 0.230
H -0.01501 -1.05590 0.33216 0.260
```

***

Record 3
# C4H8O2

A structure of composition C4H8O2 in a non-equilibrium geometry (the ωB97M-V functional and the def2-TZVPD basis, OMol25).

Summary:
HOMO   -8.96 eV
E_tot   -307.5933 Ha
Gap between HOMO and LUMO   9.99 eV

```
14
Properties=species:S:1:pos:R:3:mulliken_charge:R:1
C -0.61507 -1.21778 0.35713 -1.240
C 0.30860 -0.06547 -0.00892 0.488
C 1.44145 0.14601 0.98158 -1.337
O -0.45175 1.17383 0.00807 -0.226
C -1.13814 1.58506 -1.00245 -0.395
O -1.16677 0.83206 -2.10324 -0.303
H -0.04667 -2.15296 0.41250 0.352
H -1.07862 -1.03876 1.33394 0.321
H -1.40376 -1.33718 -0.39183 0.325
H 0.70044 -0.20022 -1.02223 0.318
H 2.05703 1.00428 0.69340 0.330
H 2.08074 -0.74226 1.01781 0.390
H 1.04508 0.32821 1.98716 0.328
H -1.73255 1.68518 -2.26294 0.650
```

***

Record 4
# CNO7S

A cluster of 2 separate species, CNO7S in total in a non-equilibrium geometry (the ωB97M-V functional and the def2-TZVPD basis, OMol25).

Summary:
2S+1   3
Net charge   -1
HOMO (alpha / beta)   -3.40 / -6.18 eV
E_tot   -1017.6343 Ha
Gap between HOMO and LUMO (alpha / beta)   6.95 / 6.63 eV

```
10
Properties=species:S:1:pos:R:3:mulliken_charge:R:1
C -2.57091 0.21203 -0.08565 0.770
N 2.06544 0.34288 0.04474 0.683
O -2.58213 -0.91765 0.04285 -0.358
O -0.38986 0.30492 1.07944 -0.645
O 2.92597 -0.41285 -0.33781 -0.638
O 2.07300 1.55481 0.02492 -0.434
O 0.82506 -1.75652 0.49504 -0.599
O 0.09118 -0.23493 -1.26007 -0.636
O -2.88631 1.31329 -0.14231 -0.417
S 0.44857 -0.40599 0.13885 1.275
```

***

Record 5
# C4H10N3O

The ion C4H10N3O with charge +1 in a non-equilibrium geometry (the ωB97M-V functional and the def2-TZVPD basis, OMol25).

Summary:
Structure (SMILES)   C[C@H]1ONC(=[NH2+])N1C
Net charge   +1
HOMO   -14.00 eV
E_tot   -397.5716 Ha
Gap between HOMO and LUMO   10.60 eV

```
18
Properties=species:S:1:pos:R:3:mulliken_charge:R:1
C 1.02174 1.13504 -0.14517 0.409
C 0.56371 -1.03318 0.43399 0.147
C -0.02176 -2.25226 -0.30523 -1.168
C -1.33578 0.74053 0.57690 -0.980
N 2.34942 0.25355 0.15879 -0.332
N 0.02467 0.32985 0.13175 0.040
N 0.97122 2.43859 -0.42455 -0.338
O 1.85410 -1.06909 -0.07272 -0.248
H 0.56144 -1.15016 1.45912 0.469
H 0.00542 -3.06910 0.41338 0.323
H 0.57242 -2.48959 -1.29010 0.338
H -0.99385 -2.04454 -0.62514 0.394
H -1.84001 -0.19207 0.99635 0.368
H -1.34292 1.59515 1.41317 0.379
H -2.02863 1.19746 -0.15402 0.352
H 3.14818 0.32080 -0.40083 0.300
H 1.71867 2.99090 -0.13263 0.267
H -0.01563 2.72369 -0.33208 0.278
```

***

Record 6
# C5H4NO

The ion C5H4NO with charge +1 in a non-equilibrium geometry (the ωB97M-V functional and the def2-TZVPD basis, OMol25).

Summary:
Net charge   +1
HOMO (alpha / beta)   -14.95 / -14.96 eV
E_tot   -322.3496 Ha
Gap between HOMO and LUMO (alpha / beta)   7.98 / 7.99 eV

```
11
Properties=species:S:1:pos:R:3:mulliken_charge:R:1
C 0.94615 -0.83646 0.03676 0.010
C 1.15358 0.64623 -0.05224 -0.086
C -0.29891 -1.28349 0.17581 -0.484
C 0.27796 1.58565 -0.00310 -0.328
C -1.44784 -0.43529 0.13923 0.960
N -1.85890 0.76072 0.41452 -0.405
O -2.55393 -0.18168 -0.44536 -0.190
H 1.90525 -1.52336 -0.01185 0.355
H 2.15188 1.13828 -0.21040 0.350
H -0.40520 -2.38810 0.26740 0.351
H 0.12996 2.51749 -0.31079 0.465
```

***

The highest E_tot belongs to which entry?
C2H3NO2